(1)
This record from the Open Molecules 2025 dataset describes C54H69AsBrN4O5PS2Ti as an isolated structure at a distorted geometry. The level of theory is the ωB97M-V functional and the def2-TZVPD basis.

Properties
total charge = 0
calculated total energy = -258272.3840 eV
ΔE to the lowest compared entry with this formula, charge and spin = 42.39 kcal/mol
lowest unoccupied orbital energy = -0.8329 eV
HOMO energy = -0.2167 Ha
orbital gap = 5.063 eV

Each line ends with the Löwdin charge.
CARTESIAN COORDINATES (ANGSTROEM)
Ti 0.171 1.802 -0.453  0.876
O 4.471 2.184 -0.511  0.060
C 4.753 1.221 -1.414  -0.263
C 6.075 1.172 -1.857  -0.005
C 6.481 0.238 -2.791  -0.082
C 5.561 -0.658 -3.323  -0.092
C 4.250 -0.609 -2.883  -0.041
C 3.829 0.299 -1.914  -0.106
C 2.402 0.116 -1.436  -0.375
O 1.724 1.237 -0.988  -0.286
N 2.473 -0.819 -0.304  0.018
N 1.654 -0.699 0.769  0.071
C 1.729 -1.637 1.633  -0.186
C 1.086 -1.625 2.938  -0.569
Br -0.341 -0.402 3.176  0.957
C 1.380 -2.404 3.982  -0.111
C 2.455 -3.400 4.134  -0.212
C 3.704 -3.338 3.512  -0.061
C 4.654 -4.327 3.721  -0.081
C 4.387 -5.396 4.565  -0.090
C 3.162 -5.456 5.218  -0.081
C 2.216 -4.466 5.009  -0.038
H 3.527 2.385 -0.420  0.057
H 6.766 1.898 -1.443  0.122
H 7.513 0.218 -3.116  0.104
H 5.863 -1.381 -4.069  0.100
H 3.519 -1.302 -3.292  0.117
H 1.851 -0.307 -2.279  0.082
H 2.823 -1.741 -0.525  0.142
H 2.361 -2.499 1.430  0.122
H 0.720 -2.324 4.837  0.099
H 3.968 -2.491 2.892  0.102
H 5.615 -4.258 3.227  0.104
H 5.130 -6.168 4.723  0.101
H 2.944 -6.275 5.893  0.103
H 1.259 -4.521 5.518  0.114
C -4.309 3.993 -0.543  -0.107
C -3.247 3.093 -1.174  -0.498
C -3.698 2.670 -2.570  -0.119
P -2.542 1.694 -0.080  1.080
C -3.393 2.037 1.581  -0.487
C -2.643 3.011 2.501  -0.106
C -3.725 0.764 2.365  -0.111
C -3.409 0.194 -0.619  -0.361
C -4.775 0.319 -0.917  -0.107
C -5.566 -0.726 -1.343  -0.300
C -7.038 -0.557 -1.633  -0.067
C -4.930 -1.971 -1.484  -0.055
C -3.614 -2.152 -1.141  -0.027
C -2.790 -1.093 -0.622  -0.401
N -1.544 -1.298 -0.169  0.046
C -1.155 -2.632 0.071  -0.251
C -0.127 -3.243 -0.677  -0.211
C 0.426 -2.568 -1.904  -0.076
C 0.335 -4.514 -0.350  -0.034
C -0.214 -5.257 0.687  -0.288
C 0.288 -6.644 1.003  -0.061
C -1.278 -4.689 1.368  -0.024
C -1.757 -3.412 1.085  -0.211
C -2.959 -2.933 1.857  -0.046
H -4.493 4.828 -1.225  0.087
H -3.985 4.417 0.410  0.060
H -5.261 3.480 -0.391  0.074
H -2.381 3.719 -1.337  0.043
H -4.647 2.137 -2.563  0.068
H -2.955 2.030 -3.021  -0.016
H -3.812 3.567 -3.189  0.091
H -4.338 2.493 1.293  0.080
H -1.581 2.783 2.552  0.041
H -3.045 2.935 3.515  0.083
H -2.749 4.051 2.189  0.064
H -2.824 0.305 2.781  -0.003
H -4.245 0.025 1.762  0.061
H -4.376 1.038 3.201  0.086
H -5.243 1.292 -0.789  0.094
H -7.347 0.483 -1.514  0.068
H -7.649 -1.164 -0.958  0.073
H -7.284 -0.867 -2.654  0.071
H -5.505 -2.816 -1.857  0.110
H -3.172 -3.138 -1.226  0.113
H -0.392 -2.222 -2.539  0.039
H 1.052 -3.261 -2.470  0.080
H 1.014 -1.684 -1.660  0.007
H 1.134 -4.949 -0.948  0.111
H 1.367 -6.644 1.177  0.072
H 0.088 -7.329 0.175  0.075
H -0.195 -7.043 1.896  0.069
H -1.764 -5.260 2.159  0.116
H -2.826 -3.104 2.929  0.079
H -3.853 -3.480 1.541  0.088
H -3.139 -1.877 1.695  0.037
C 1.836 2.762 -3.435  -0.035
C 0.796 3.633 -2.799  -0.348
C 0.432 4.852 -3.279  -0.074
C -0.320 5.519 -2.266  -0.045
C -0.394 4.687 -1.196  -0.358
C -1.007 5.028 0.120  -0.037
N 0.241 3.469 -1.507  -0.039
H 2.212 3.276 -4.320  0.091
H 1.483 1.776 -3.725  0.025
H 2.679 2.614 -2.762  0.073
H 0.726 5.255 -4.238  0.107
H -0.734 6.516 -2.311  0.107
H -1.788 5.774 -0.025  0.096
H -0.267 5.445 0.799  0.083
H -1.441 4.166 0.618  0.022
C 4.080 -0.610 5.857  -0.035
C 3.419 0.289 4.844  -0.264
C 2.180 0.869 5.107  -0.056
C 1.588 1.719 4.191  -0.130
C 2.236 1.979 2.987  -0.285
C 3.474 1.425 2.706  -0.029
C 4.055 0.584 3.641  -0.032
S 1.417 3.062 1.870  0.569
O 2.239 3.379 0.724  -0.286
O 0.908 4.148 2.645  -0.247
O 0.234 2.215 1.317  -0.493
H 3.373 -0.919 6.627  0.080
H 4.903 -0.083 6.346  0.087
H 4.494 -1.501 5.384  0.066
H 1.667 0.643 6.034  0.120
H 0.633 2.187 4.398  0.109
H 3.980 1.649 1.777  0.104
H 5.024 0.146 3.426  0.120
C -1.192 2.598 -5.320  -0.215
As -1.171 0.822 -4.543  0.800
C -2.885 0.023 -4.907  -0.230
C 0.022 -0.175 -5.688  -0.239
S -0.757 0.438 -2.507  0.416
H -1.973 2.630 -6.078  0.043
H -0.219 2.789 -5.770  0.039
H -1.380 3.337 -4.546  0.018
H -3.168 0.209 -5.942  0.043
H -3.633 0.418 -4.223  0.026
H -2.788 -1.047 -4.728  0.046
H -0.366 -0.152 -6.705  0.043
H 0.060 -1.201 -5.326  0.038
H 1.018 0.261 -5.658  0.033



(2)
This record from the Open Molecules 2025 dataset describes a 2-piece molecular cluster, C4H13N2O overall. The level of theory is the ωB97M-V functional and the def2-TZVPD basis.

Properties
total charge = +1
calculated total energy = -9380.7706 eV
ΔE to the lowest compared entry with this formula, charge and spin = 18.75 kcal/mol
lowest unoccupied orbital energy = -2.7447 eV
HOMO energy = -0.5107 Ha
orbital gap = 11.153 eV

Each line ends with the Löwdin charge.
CARTESIAN COORDINATES (ANGSTROEM)
C -1.766 -1.782 0.130  0.001
N -0.421 -1.839 -0.503  -0.057
C -0.402 -1.492 -1.953  0.006
H -1.711 -2.208 1.128  0.110
H -2.065 -0.744 0.215  0.094
H -2.473 -2.352 -0.467  0.104
H -0.050 -2.785 -0.414  0.177
H 0.206 -1.192 0.029  0.091
H -1.109 -2.130 -2.476  0.105
H 0.586 -1.728 -2.343  0.107
H -0.597 -0.432 -2.056  0.096
C 1.545 1.042 0.920  -0.297
N 0.957 2.201 0.613  0.006
C -0.421 2.285 0.165  -0.050
O 0.937 -0.030 0.972  -0.037
H 2.615 1.063 1.126  0.146
H 1.467 3.061 0.700  0.144
H -1.029 1.535 0.663  0.074
H -0.505 2.077 -0.905  0.087
H -0.783 3.278 0.411  0.096



(3)
This record from the Open Molecules 2025 dataset describes C20H24BF4NOP2V as an isolated structure at a distorted geometry. The level of theory is the ωB97M-V functional and the def2-TZVPD basis.

Properties
total charge = +1
multiplicity = 3
calculated total energy = -80478.4702 eV
lowest unoccupied orbital energy (alpha / beta) = -5.2215 / -5.2627 eV
HOMO energy (alpha / beta) = -0.4343 / -0.4383 Ha
orbital gap (alpha / beta) = 6.597 / 6.665 eV

Each line ends with the Löwdin charge.
CARTESIAN COORDINATES (ANGSTROEM)
C -1.441 3.447 -1.820  -0.030
C -1.295 2.098 -1.503  -0.212
C -0.043 1.482 -1.795  -0.150
C 0.973 2.185 -2.443  -0.130
C 0.833 3.568 -2.624  -0.006
C -0.372 4.187 -2.321  -0.044
C 2.195 1.466 -2.948  -0.057
C 2.399 0.080 -2.410  -0.135
C 1.348 -0.588 -1.781  -0.160
C 1.432 -1.979 -1.482  -0.211
C 2.651 -2.613 -1.707  -0.029
C 3.757 -1.895 -2.153  -0.043
C 3.640 -0.559 -2.507  -0.004
H -2.406 3.925 -1.671  0.124
H 1.671 4.146 -3.034  0.132
H -0.479 5.259 -2.454  0.119
H 3.098 2.084 -2.836  0.143
H 2.735 -3.677 -1.523  0.123
H 4.719 -2.390 -2.226  0.118
H 4.505 -0.003 -2.890  0.133
N 0.271 0.194 -1.250  -0.094
V 0.062 0.032 0.447  0.505
C -2.401 1.329 -0.800  -0.260
H -2.635 0.382 -1.322  0.102
H -3.309 1.952 -0.758  0.104
C 0.265 -2.712 -0.841  -0.251
H -0.674 -2.561 -1.407  0.104
H 0.489 -3.787 -0.780  0.105
P -2.017 0.858 0.972  0.856
P -0.097 -2.178 0.916  0.845
C 1.229 -2.982 1.858  -0.196
H 1.227 -2.502 2.851  0.041
H 1.047 -4.065 1.939  0.072
H 2.199 -2.801 1.377  0.061
C -1.609 -3.102 1.337  -0.209
H -1.406 -4.183 1.372  0.070
H -1.937 -2.751 2.324  0.049
H -2.400 -2.896 0.603  0.049
C -2.110 2.463 1.827  -0.202
H -3.143 2.833 1.898  0.070
H -1.690 2.302 2.828  0.048
H -1.487 3.202 1.309  0.058
C -3.522 -0.017 1.519  -0.210
H -3.320 -0.412 2.524  0.050
H -4.391 0.657 1.554  0.070
H -3.745 -0.862 0.855  0.047
C 1.605 0.526 1.366  -0.025
O 2.594 0.781 1.935  0.219
H 2.076 1.367 -3.974  0.120
F -1.333 -0.918 3.745  0.051
B -0.216 -0.257 4.357  -1.181
F 0.945 -1.063 4.162  0.068
F -0.035 0.990 3.666  0.050
F -0.451 -0.043 5.718  0.132